C37H35Cl3Ge2N3O2S2Zr as an isolated structure. Source: the OMol25 dataset; level of theory: ωB97M-V/def2-TZVPD.

Values from the calculation:
HOMO-LUMO gap (eV): 7.0807
Charge: -1
DFT total energy (eV): -221059.2814
Strongest force on any atom (eV Å⁻¹): 1.557
Energy above the lowest of the compared OMol25 structures with the same formula, charge and spin (kcal/mol): 0.0

Each line ends with the Mulliken charge.
CARTESIAN COORDINATES (ANGSTROEM)
Zr (-0.3391, 0.7320, -0.5830)  -1.236
C (0.5419, -3.6771, -3.6443)  -0.715
C (1.3314, -2.5041, -4.2116)  -0.856
Ge (1.7200, -1.1100, -2.8668)  -0.682
C (2.7913, 0.3683, -3.5914)  -0.489
C (2.7050, 1.6242, -2.7360)  -0.844
C (2.7004, -2.0830, -1.4922)  -1.078
C (2.6929, -2.0178, -0.1564)  0.212
Ge (1.6673, -0.5826, 0.8115)  1.077
C (2.8972, 0.7307, 1.7107)  -0.369
C (4.1398, 0.3750, 2.5093)  -1.610
C (0.7636, -1.6374, 2.2727)  -0.709
C (1.5025, -1.7990, 3.5944)  -1.271
C (3.3686, -3.1114, 0.5767)  -0.087
C (3.1022, -4.4429, 0.2449)  -0.323
C (3.7224, -5.4862, 0.9100)  -0.747
C (4.6272, -5.2251, 1.9275)  -0.407
C (4.8903, -3.9099, 2.2779)  -0.780
C (4.2579, -2.8697, 1.6196)  0.076
H (0.3622, -4.4451, -4.3974)  0.390
H (-0.4276, -3.3577, -3.2625)  0.099
H (1.0759, -4.1421, -2.8160)  0.092
H (0.8210, -2.0690, -5.0693)  0.394
H (2.3013, -2.8548, -4.5737)  0.595
H (2.4896, 0.5714, -4.6198)  0.391
H (3.8182, -0.0057, -3.6232)  0.520
H (1.6860, 2.0252, -2.7160)  0.109
H (3.3619, 2.4111, -3.1078)  0.449
H (2.9949, 1.4189, -1.6998)  0.119
H (3.2974, -2.8827, -1.9394)  0.588
H (2.2006, 1.2928, 2.3442)  0.298
H (3.1812, 1.4447, 0.9293)  0.392
H (3.9348, -0.3453, 3.3014)  0.264
H (4.5618, 1.2655, 2.9813)  0.452
H (4.9185, -0.0416, 1.8683)  0.440
H (0.5276, -2.6212, 1.8520)  0.473
H (-0.1933, -1.1424, 2.4654)  0.245
H (2.4338, -2.3538, 3.4752)  0.177
H (0.8954, -2.3331, 4.3307)  0.413
H (1.7488, -0.8263, 4.0230)  0.309
H (2.3792, -4.6548, -0.5305)  0.395
H (3.4905, -6.5074, 0.6380)  0.411
H (5.1127, -6.0382, 2.4497)  0.369
H (5.5883, -3.6895, 3.0761)  0.397
H (4.4641, -1.8486, 1.9113)  0.387
S (0.8494, 2.9287, 0.1520)  -0.518
C (-0.7386, 3.6762, 0.1995)  0.588
C (-1.1307, 4.3756, 1.3352)  -0.890
C (-2.3968, 4.9383, 1.4383)  0.326
C (-2.7763, 5.5861, 2.6409)  -0.038
N (-3.0640, 6.0935, 3.6325)  -0.624
C (-3.2963, 4.8095, 0.3660)  0.357
C (-2.9101, 4.1163, -0.7752)  -1.019
C (-1.6497, 3.5330, -0.8779)  0.871
S (-1.2278, 2.5864, -2.2813)  -0.463
C (-4.6149, 5.3262, 0.4515)  0.035
N (-5.6972, 5.7119, 0.5096)  -0.628
H (-0.4421, 4.4554, 2.1654)  0.543
H (-3.6101, 3.9972, -1.5905)  0.564
Cl (-0.3969, 0.4748, -4.9249)  -0.144
C (-1.5175, -0.4363, -3.9783)  0.695
C (-2.7735, -0.7143, -4.4824)  -0.511
C (-3.7038, -1.3808, -3.6953)  -0.688
C (-3.3671, -1.7641, -2.4028)  -0.735
C (-2.0981, -1.4841, -1.9384)  1.270
Cl (-1.6384, -1.9806, -0.3278)  -0.167
C (-1.1185, -0.8142, -2.6948)  -0.989
N (0.1083, -0.5419, -2.1323)  0.556
H (-3.0244, -0.3836, -5.4788)  0.436
H (-4.6901, -1.5873, -4.0824)  0.368
H (-4.0719, -2.2737, -1.7626)  0.490
Cl (-6.3737, 3.6876, 4.5019)  -0.241
C (-5.2072, 2.8803, 3.5107)  0.583
C (-3.9573, 2.5994, 4.0402)  -0.911
C (-3.0232, 1.9666, 3.2427)  -0.137
C (-3.3447, 1.6215, 1.9336)  0.169
C (-4.6043, 1.9095, 1.4179)  -0.287
C (-5.5461, 2.5437, 2.2076)  -0.851
C (-2.3041, 1.0586, 1.0508)  1.579
O (-1.1181, 0.9116, 1.4661)  -0.204
O (-2.5431, 0.8086, -0.1683)  -0.541
H (-3.7205, 2.8975, 5.0494)  0.391
H (-2.0293, 1.7584, 3.6118)  0.528
H (-4.8197, 1.6613, 0.3882)  0.468
H (-6.5192, 2.8034, 1.8187)  0.435


CH4F2P2 as an isolated structure. Source: the OMol25 dataset; level of theory: ωB97M-V/def2-TZVPD.

Values from the calculation:
HOMO-LUMO gap (spin up / spin down) (eV): 7.9262 / 7.2453
DFT total energy (eV): -25109.7644
Strongest force on any atom (eV Å⁻¹): 1.776
Energy above the lowest of the compared OMol25 structures with the same formula, charge and spin (kcal/mol): 79.4

Each line ends with the Mulliken charge.
CARTESIAN COORDINATES (ANGSTROEM)
C (2.1801, -0.1661, 0.3113)  0.245
F (2.5480, 1.0267, -0.2022)  -0.180
F (2.7540, -1.1812, -0.3549)  -0.178
P (-2.5867, -0.1988, -0.2408)  -0.090
P (0.2625, -0.0637, 0.1749)  -0.100
H (-3.1347, -0.8345, -1.3920)  0.067
H (-2.2278, 1.0872, -0.5832)  0.045
H (0.1664, 1.0871, 0.9494)  0.093
H (0.0383, -0.7569, 1.3376)  0.098


A 2-piece molecular cluster, CH6NOPS overall. Source: the OMol25 dataset; level of theory: ωB97M-V/def2-TZVPD.

Values from the calculation:
HOMO-LUMO gap (spin up / spin down) (eV): 8.0582 / 8.8352
DFT total energy (eV): -24791.3154
Strongest force on any atom (eV Å⁻¹): 4.356
Expectation value of S²: 2.02
Spin multiplicity: 3
Energy above the lowest of the compared OMol25 structures with the same formula, charge and spin (kcal/mol): 14.1

Each line ends with the Mulliken charge.
CARTESIAN COORDINATES (ANGSTROEM)
C (-1.7875, -0.1579, -0.2069)  -0.710
N (1.7306, -2.1107, -0.2000)  -0.255
O (-0.6777, 0.6255, 0.1640)  -0.450
P (2.5167, 0.9394, 0.2886)  0.036
S (1.9732, -0.8676, -0.9663)  0.081
H (-2.0610, -1.0165, 0.3823)  0.312
H (-1.7333, -0.5100, -1.1829)  0.286
H (-2.6486, 0.5173, -0.2292)  0.269
H (-0.4114, 0.3723, 1.0590)  0.310
H (1.5397, 1.6763, -0.2243)  0.098
H (1.5593, 0.5318, 1.1159)  0.025


What is the DFT total energy in the second record?
-25109.7644 eV


Which of these has the lowest energy above the lowest of the compared OMol25 structures with the same formula, charge and spin?
C37H35Cl3Ge2N3O2S2Zr


Which value of energy above the lowest of the compared OMol25 structures with the same formula, charge and spin does entry 2 give?
79.4 kcal/mol


Which value of DFT total energy does entry 1 give?
-221059.2814 eV